Molecular formula: H3NO
Method: DFT, ωB97M-V/def2-TZVPD

Last column: Löwdin charge in e.
Cartesian coordinates (Å):
N  -0.4890  0.3588  -0.1160  -0.07
O  0.7540  -0.1922  -0.6576  -0.17
H  -0.9642  -0.4232  0.2713  0.04
H  -0.2960  1.2019  0.5403  0.11
H  0.9952  -0.9452  -0.0381  0.09

Output
Gap between HOMO and LUMO = 10.5 eV
E_LUMO = 1.0 eV
E_tot = -3584.0021 eV
ΔE to the lowest compared entry with this formula, charge and spin = 6.72 kcal per mole